DFT (ωB97M-V/def2-TZVPD) results for a 9-piece molecular cluster, C51H98Cl2INO11PS overall at a distorted geometry.

**LUMO energy**: -2.119 eV
**HOMO**: -0.3817 Ha
**Relative energy (zero: lowest compared OMol25 entry of this formula, charge and spin)**: 0.00 kJ/mol

```
! RIJCOSX wB97M-V def2-TZVPD def2/J DEFGRID3
* xyz 1 1
C 6.3043 0.3409 -1.3584
C 5.4172 0.5273 -0.5782
C 4.2081 0.4357 0.2208
N 3.0667 1.1851 -0.4082
C 2.0322 1.6203 0.6004
C 0.6303 1.2194 0.0950
C -0.1988 1.0097 1.3756
C -1.6445 0.5241 1.1515
C -2.6546 1.4282 1.8670
I -4.5948 1.2289 0.9624
P -0.0271 2.8141 -0.6710
C 1.2066 3.7163 -1.6979
C 1.3269 3.4317 -3.2247
C -1.7116 2.7372 -1.4093
C -1.9103 3.5320 -2.7034
C 0.9653 -0.0768 -0.7990
C -0.0350 -0.2819 -1.9495
C -1.2346 -1.2134 -1.7083
C -2.4814 -0.8033 -2.5106
C -3.7440 -1.4231 -1.9190
C -5.0458 -0.7727 -2.3745
C -6.1815 -1.1324 -1.4164
C -7.5366 -0.5513 -1.8350
C -7.6631 0.8604 -1.2775
O -8.9640 1.3832 -1.4940
C -8.9878 2.6426 -2.1384
C 1.1527 -1.2550 0.1712
C 1.9289 -2.5234 -0.2600
C 1.1275 -3.5799 -1.0350
C 1.3091 -3.5646 -2.5509
S 2.7868 -4.4713 -2.9591
O 3.8507 -4.0883 -2.0805
O 2.4606 -5.8550 -3.0669
Cl 3.2465 -3.7849 -4.8140
C 2.2290 0.4999 -1.4561
Cl 3.1515 -0.4486 -2.6140
H 7.1324 0.1094 -1.9823
H 4.3935 0.9311 1.1744
H 3.9182 -0.5921 0.4246
H 3.4500 2.0034 -0.8817
H 2.2395 1.0748 1.5177
H 2.1577 2.6743 0.8343
H 0.3042 0.3555 2.0868
H -0.2502 1.9862 1.8564
H -1.9211 0.5150 0.1028
H -1.7759 -0.4733 1.5673
H -2.4030 2.4752 1.7350
H -2.7657 1.1845 2.9166
H 0.9605 4.7656 -1.5600
H 2.2016 3.6147 -1.2653
H 2.3465 3.1451 -3.4847
H 1.1359 4.3404 -3.7900
H 0.6468 2.6599 -3.5688
H -2.3894 3.1346 -0.6568
H -2.0296 1.7118 -1.5793
H -1.3951 4.4900 -2.6629
H -1.4847 2.9942 -3.5492
H -2.9664 3.6747 -2.9100
H -0.4168 0.6928 -2.2535
H 0.4940 -0.6705 -2.8197
H -1.5221 -1.2799 -0.6627
H -0.9720 -2.2047 -2.0690
H -2.3671 -1.1868 -3.5268
H -2.5649 0.2808 -2.5935
H -3.7086 -1.4386 -0.8268
H -3.7738 -2.4716 -2.2276
H -5.3363 -1.1400 -3.3601
H -4.9389 0.3139 -2.4131
H -5.9581 -0.7352 -0.4257
H -6.2593 -2.2137 -1.3080
H -7.6690 -0.5610 -2.9185
H -8.3501 -1.1173 -1.3904
H -7.5126 0.7897 -0.1959
H -6.8909 1.4987 -1.7166
H -8.8549 2.5225 -3.2155
H -9.9570 3.0948 -1.9388
H -8.2248 3.3113 -1.7345
H 0.1751 -1.5996 0.5054
H 1.6539 -0.9076 1.0735
H 2.2184 -3.0037 0.6756
H 2.8721 -2.2984 -0.7486
H 1.4460 -4.5617 -0.6818
H 0.0732 -3.5221 -0.7777
H 1.4080 -2.5710 -2.9772
H 0.5144 -4.1052 -3.0607
H 1.8285 1.3110 -2.0593
C 9.4601 4.2344 -2.8851
C 7.9831 4.2059 -3.1859
O 7.2261 5.0434 -2.7516
C 7.4910 3.0705 -4.0520
H 9.6859 5.0952 -2.2632
H 9.7437 3.3217 -2.3571
H 10.0339 4.3052 -3.8102
H 7.7179 2.1155 -3.5756
H 7.9837 3.0996 -5.0247
H 6.4160 3.1582 -4.1926
C -7.9205 -1.0979 3.1464
C -8.5700 -1.6550 1.9033
O -7.9658 -1.7423 0.8556
C -10.0078 -2.0767 2.0193
H -6.8896 -0.8224 2.9294
H -8.4681 -0.2182 3.4880
H -7.9373 -1.8445 3.9414
H -10.6220 -1.2270 2.3082
H -10.1169 -2.8516 2.7775
H -10.3456 -2.4604 1.0583
C 8.9371 -3.6017 0.1436
C 7.4850 -3.3653 -0.1726
O 6.8894 -2.3975 0.2566
C 6.7969 -4.3860 -1.0367
H 9.3152 -2.7995 0.7744
H 9.0400 -4.5564 0.6626
H 9.5182 -3.6365 -0.7792
H 6.8369 -5.3615 -0.5474
H 7.2951 -4.4593 -2.0053
H 5.7634 -4.0963 -1.1879
C -13.2912 -1.8711 5.9240
C -12.6127 -0.8431 5.0537
O -11.6557 -1.1259 4.3681
C -13.1858 0.5510 5.0719
H -12.7875 -2.8290 5.8195
H -13.2565 -1.5579 6.9685
H -14.3354 -1.9794 5.6277
H -13.1470 0.9571 6.0842
H -14.2252 0.5325 4.7419
H -12.6149 1.1907 4.4037
C -12.2808 3.1620 0.6971
C -12.8271 1.7552 0.6121
O -13.6290 1.3401 1.4158
C -12.3095 0.9041 -0.5196
H -12.7214 3.6743 1.5491
H -11.1957 3.1330 0.8131
H -12.5198 3.7117 -0.2150
H -11.2248 0.8046 -0.4382
H -12.5451 1.3679 -1.4790
H -12.7691 -0.0806 -0.4767
C 9.5981 1.8466 3.1580
C 8.9555 1.0914 2.0268
O 9.3755 1.1527 0.8918
C 7.7367 0.2710 2.3641
H 10.4434 2.4189 2.7821
H 8.8671 2.5310 3.5899
H 9.9487 1.1585 3.9292
H 6.9657 0.9305 2.7708
H 7.9741 -0.4950 3.1036
H 7.3655 -0.2130 1.4629
C 8.3618 6.7624 1.8335
C 8.3258 5.2579 1.7344
O 7.7614 4.5840 2.5681
C 9.0190 4.6410 0.5474
H 7.8292 7.0841 2.7251
H 9.3951 7.1084 1.8875
H 7.8928 7.2042 0.9528
H 10.0763 4.9125 0.5476
H 8.5528 4.9984 -0.3714
H 8.9341 3.5577 0.5915
C 8.6126 -8.2541 3.1497
C 9.3386 -7.7330 1.9342
O 8.7810 -7.0469 1.1081
C 10.7927 -8.1101 1.7974
H 7.5795 -7.9157 3.1308
H 8.6336 -9.3448 3.1587
H 9.0950 -7.8898 4.0579
H 10.8951 -9.1953 1.7558
H 11.3572 -7.7405 2.6547
H 11.1982 -7.6769 0.8864
*
```